# 1
7
Properties=species:S:1:pos:R:3:forces:R:3:lowdin_charge:R:1 method="wB97M-V/def2-TZVPD" de_lowest_kj_mol=0.00 homo_lumo_gap_ev="4.89 / 5.11" charge=+1 s2=8.76 molar_mass_g_mol=188.0 spin_multiplicity=6 homo_energy_ev="-10.6825 / -10.8142"
C 1.573 -0.103 0.868 -0.59 1.15 0.62 -0.073
C 1.035 -1.159 0.176 1.29 1.25 -3.10 -0.406
O -0.021 -1.057 -0.568 -2.11 0.35 0.65 -0.348
Pm -1.124 1.242 -1.099 1.78 -2.32 1.05 1.653
H 1.003 0.354 1.683 0.10 0.41 -0.48 0.018
H 2.584 0.223 0.614 0.05 -0.71 1.09 0.042
H 1.744 -1.948 -0.144 -0.52 -0.14 0.17 0.116

***

# 2
86
Properties=species:S:1:pos:R:3:forces:R:3:lowdin_charge:R:1 method="wB97M-V/def2-TZVPD" homo_lumo_gap_ev=8.50 charge=0 molar_mass_g_mol=669.6 smiles="CCP(C)[C@@H]1[C@@H](Br)OC(=O)[C@@H]1S(=O)(=O)F.CC(C)=O.CC(C)=O.CC(C)=O.CC(C)=O.CC(C)=O.CC(C)=O" homo_energy_ev=-8.0288
C -3.789 2.485 2.544 0.46 0.11 -0.22 -0.171
C -3.266 3.524 1.519 -0.09 -0.12 -0.21 -0.395
P -1.471 3.132 1.204 0.52 -0.83 0.91 1.005
C -1.409 1.329 0.784 -0.15 0.43 -0.29 -0.273
C -0.858 4.058 -0.315 -1.02 1.00 0.05 -0.410
C -0.369 5.441 0.290 -0.66 -0.74 0.47 -0.720
Br 1.482 5.847 -0.141 -0.69 0.20 0.11 0.776
O -1.295 6.475 -0.079 -0.37 0.03 -0.03 -0.024
C -2.436 5.893 -0.591 1.56 -1.10 -0.36 -0.460
O -3.539 6.268 -0.453 -0.51 0.68 -0.01 0.191
C -1.862 4.663 -1.321 0.02 -0.05 -0.32 -0.242
S -2.932 3.567 -2.270 0.32 -0.44 -1.15 0.661
O -2.791 3.895 -3.645 -0.20 0.88 -0.09 -0.249
O -2.712 2.197 -1.969 -0.38 0.02 1.11 -0.247
F -4.397 3.981 -1.863 0.68 -0.24 0.22 -0.134
H -4.624 2.882 3.132 0.19 0.05 -0.13 0.073
H -2.967 2.235 3.235 -0.63 0.01 -0.30 0.027
H -4.148 1.575 2.052 0.24 0.09 0.07 0.074
H -3.882 3.566 0.611 0.00 0.03 0.29 0.061
H -3.294 4.498 2.027 0.05 -0.04 -0.41 0.077
H -2.129 1.049 0.011 0.21 -0.17 0.20 0.016
H -0.385 1.113 0.461 -0.20 0.08 -0.09 0.024
H -1.547 0.756 1.708 -0.16 0.21 -0.15 0.038
H -0.062 3.508 -0.817 -0.10 0.06 0.19 0.106
H -0.543 5.344 1.367 1.12 0.25 -0.05 0.067
H -1.247 5.117 -2.115 -0.35 -0.22 -0.10 0.151
C -1.525 -0.940 -4.116 0.20 0.11 0.13 -0.015
C -1.894 -1.352 -2.714 0.08 0.12 0.02 -0.505
C -3.151 -2.170 -2.545 0.06 0.00 0.28 -0.022
O -1.213 -1.039 -1.765 0.03 -0.08 0.05 0.054
H -0.604 -0.359 -4.092 -0.01 -0.03 0.01 0.082
H -1.367 -1.824 -4.736 -0.14 0.04 -0.08 0.086
H -2.318 -0.325 -4.545 -0.05 -0.12 -0.08 0.087
H -3.064 -3.107 -3.097 -0.11 0.07 -0.13 0.082
H -4.013 -1.608 -2.908 0.00 -0.10 -0.14 0.086
H -3.297 -2.395 -1.489 0.02 0.02 -0.02 0.080
C 2.856 -4.201 -3.489 0.09 0.19 -0.53 -0.029
C 2.588 -2.718 -3.527 0.05 0.05 -0.11 -0.500
C 2.214 -2.059 -2.223 0.00 0.25 -0.16 -0.019
O 2.668 -2.083 -4.555 -0.03 0.00 0.03 0.054
H 3.113 -4.546 -4.490 0.00 0.07 0.00 0.083
H 3.687 -4.414 -2.818 -0.18 -0.11 0.17 0.081
H 1.968 -4.731 -3.150 0.12 -0.04 0.23 0.060
H 3.022 -2.180 -1.499 -0.09 -0.14 0.07 0.084
H 1.295 -2.501 -1.833 0.09 -0.05 0.14 0.079
H 2.047 -0.997 -2.390 -0.03 -0.03 0.01 0.078
C 1.877 -0.883 2.220 -0.28 0.13 -0.04 -0.012
C 2.450 0.498 2.014 -0.01 0.17 -0.03 -0.492
C 3.946 0.628 1.999 0.01 0.14 0.39 -0.040
O 1.731 1.463 1.865 -0.03 -0.05 -0.05 0.046
H 0.789 -0.830 2.207 0.03 0.02 -0.01 0.073
H 2.206 -1.546 1.418 0.11 -0.07 0.11 0.080
H 2.200 -1.281 3.184 0.12 -0.10 -0.09 0.084
H 4.361 0.034 1.191 0.09 -0.11 0.12 0.065
H 4.362 0.300 2.956 -0.04 -0.16 -0.04 0.087
H 4.212 1.669 1.840 0.01 -0.03 -0.04 0.076
C -3.678 -0.773 5.992 0.05 0.02 -0.27 -0.020
C -3.173 0.647 6.061 0.04 0.06 -0.07 -0.488
C -3.156 1.307 7.418 0.09 0.22 -0.14 -0.021
O -2.797 1.231 5.071 0.07 -0.20 0.32 0.053
H -3.636 -1.122 4.962 0.01 0.03 0.02 0.082
H -3.056 -1.421 6.611 -0.13 0.00 0.12 0.085
H -4.713 -0.818 6.337 0.06 -0.07 0.15 0.085
H -2.511 0.747 8.097 -0.15 -0.06 0.08 0.085
H -4.168 1.351 7.824 0.04 -0.14 0.11 0.085
H -2.771 2.320 7.321 0.00 -0.03 -0.02 0.083
C 2.446 -8.298 -0.209 0.22 0.16 0.01 -0.023
C 1.911 -7.149 -1.027 0.09 0.07 0.02 -0.494
C 0.533 -7.312 -1.621 0.06 0.25 -0.09 -0.019
O 2.558 -6.141 -1.199 -0.09 -0.14 0.15 0.059
H 3.441 -8.049 0.156 -0.03 0.01 -0.02 0.082
H 1.793 -8.484 0.646 -0.06 -0.14 -0.09 0.085
H 2.511 -9.197 -0.824 -0.15 -0.06 0.09 0.086
H -0.201 -7.456 -0.826 -0.01 -0.17 -0.05 0.086
H 0.517 -8.169 -2.296 -0.09 -0.09 0.12 0.087
H 0.272 -6.417 -2.182 0.01 -0.02 0.02 0.073
C 3.549 3.275 -1.445 0.01 -0.24 0.29 -0.051
C 4.373 2.019 -1.597 0.01 -0.02 -0.04 -0.480
C 5.065 1.805 -2.919 0.09 -0.23 0.13 -0.018
O 4.472 1.217 -0.695 0.00 0.10 -0.35 0.054
H 3.103 3.302 -0.452 0.02 -0.06 -0.02 0.045
H 4.185 4.153 -1.572 -0.08 0.03 -0.17 0.085
H 2.750 3.286 -2.189 0.09 0.14 -0.10 0.084
H 5.763 2.622 -3.111 -0.12 0.07 -0.12 0.085
H 4.328 1.754 -3.722 0.05 0.15 -0.05 0.088
H 5.619 0.868 -2.891 -0.03 0.02 0.01 0.082

***

# 3
21
Properties=species:S:1:pos:R:3:forces:R:3:lowdin_charge:R:1 method="wB97M-V/def2-TZVPD" de_lowest_kj_mol=391.23 homo_lumo_gap_ev=8.22 charge=0 molar_mass_g_mol=128.2 homo_energy_ev=-7.3262
H 0.495 -2.345 2.290 -0.30 -0.37 -0.46 0.036
N 0.863 -1.738 1.563 0.56 0.44 -0.21 0.105
C -0.013 -0.998 1.023 -1.01 2.76 2.96 -0.412
N -1.340 -0.651 1.214 -0.45 0.11 -0.43 0.133
C -0.480 0.511 0.827 2.14 -2.86 0.36 -0.392
N 0.106 1.407 1.743 -1.16 -0.46 -0.36 0.099
C -0.397 0.633 -0.679 0.27 -1.28 -0.61 -0.306
C -1.708 0.481 -1.438 0.16 0.14 0.01 -0.060
N 0.496 -0.530 -0.999 -0.16 0.73 -1.07 -0.103
C 1.928 -0.311 -1.105 -0.17 -0.51 -0.02 -0.100
H -1.704 -0.630 2.156 0.01 -0.22 0.15 0.116
H 1.050 1.167 2.037 -0.58 0.74 0.01 0.093
H -0.361 2.299 1.828 0.88 -0.04 0.38 0.081
H 0.115 1.564 -0.936 -0.05 -0.15 -0.12 0.137
H -1.527 0.535 -2.511 -0.06 0.22 0.02 0.075
H -2.406 1.252 -1.118 -0.13 0.10 -0.15 0.078
H -2.174 -0.482 -1.243 0.07 -0.03 0.20 0.069
H 0.111 -1.422 -1.291 0.03 0.69 -0.41 0.134
H 2.496 -0.937 -0.412 -0.15 -0.28 -0.02 0.066
H 2.199 0.705 -0.824 -0.28 0.15 -0.18 0.080
H 2.251 -0.510 -2.125 0.36 0.13 -0.04 0.071

***

# 4
31
Properties=species:S:1:pos:R:3:forces:R:3:lowdin_charge:R:1 method="wB97M-V/def2-TZVPD" de_lowest_kj_mol=0.00 homo_lumo_gap_ev=11.26 charge=+1 molar_mass_g_mol=183.2 homo_energy_ev=-13.8561
Na 0.581 -0.516 0.212 -0.48 0.37 -0.03 0.503
C -0.066 1.875 2.683 0.04 -0.06 -0.03 -0.106
O 0.657 1.709 1.455 0.06 -0.27 0.05 -0.138
H 0.607 1.959 3.539 -0.01 0.01 -0.07 0.091
H -0.711 2.753 2.637 -0.01 0.03 0.02 0.086
H -0.680 0.988 2.806 -0.04 0.00 -0.03 0.071
H 1.283 2.433 1.376 0.02 0.03 -0.04 0.091
C -1.743 1.883 -0.669 -0.01 -0.14 0.00 -0.105
O -1.709 0.496 -0.297 0.20 0.09 0.01 -0.136
H -1.786 2.541 0.201 -0.03 -0.12 0.02 0.078
H -0.822 2.083 -1.208 0.03 0.04 -0.04 0.072
H -2.595 2.082 -1.318 0.00 0.05 -0.06 0.090
H -2.606 0.211 -0.102 0.00 0.01 0.07 0.088
C -1.703 -2.370 1.642 0.13 -0.07 0.03 -0.106
O -0.550 -1.656 2.120 -0.13 0.03 -0.23 -0.132
H -2.582 -2.146 2.244 -0.04 0.04 0.00 0.092
H -1.869 -2.055 0.617 -0.04 0.01 -0.04 0.055
H -1.526 -3.447 1.642 0.01 0.04 0.05 0.092
H -0.541 -1.726 3.078 0.18 -0.01 0.00 0.095
C 0.954 -2.934 -1.925 -0.03 -0.12 -0.07 -0.102
O -0.220 -2.302 -1.387 0.48 0.21 0.15 -0.135
H 1.822 -2.276 -1.812 -0.12 0.00 0.02 0.077
H 1.145 -3.867 -1.396 -0.02 0.01 0.01 0.089
H 0.835 -3.154 -2.984 0.01 0.00 0.00 0.092
H -0.907 -2.291 -2.055 -0.07 0.04 0.00 0.094
C 2.705 1.867 -1.723 -0.09 0.02 -0.02 -0.104
O 1.692 0.857 -1.656 -0.09 -0.27 0.29 -0.141
H 2.296 2.793 -2.130 0.05 0.02 -0.02 0.089
H 3.056 2.054 -0.711 -0.03 -0.06 0.00 0.081
H 3.548 1.535 -2.328 0.05 0.03 -0.02 0.088
H 1.435 0.622 -2.551 -0.01 0.03 -0.06 0.093